## A
{
  "formula": "C20H36IrNOP2",
  "method": "ωB97M-V/def2-TZVPD",
  "charge": 2,
  "molar_mass_da": 560.7,
  "e_lumo_ev": [-4.569, -9.441],
  "multiplicity": 7,
  "symbols": ["P", "P", "C", "C", "H", "H", "H", "H", "C", "H", "H", "H", "C", "H", "H", "H", "C", "H", "H", "H", "C", "H", "H", "H", "Ir", "C", "C", "C", "C", "C", "C", "C", "C", "C", "H", "H", "H", "H", "H", "H", "H", "H", "H", "H", "H", "H", "H", "H", "H", "O", "N", "C", "C", "C", "C", "C", "H", "H", "H", "H", "H"],
  "xyz": [[0.16, -1.53, -3.38], [0.17, 1.59, -3.24], [-0.19, -0.60, -4.98], [0.43, 0.79, -4.94], [-1.28, -0.58, -5.11], [0.24, -1.19, -5.81], [1.51, 0.77, -5.14], [-0.04, 1.43, -5.71], [-1.46, 2.35, -3.74], [-1.75, 3.10, -2.99], [-2.23, 1.56, -3.79], [-1.36, 2.83, -4.72], [1.26, 3.01, -3.71], [0.92, 3.44, -4.67], [2.29, 2.64, -3.83], [1.23, 3.77, -2.93], [-0.92, -2.93, -3.84], [-0.81, -3.74, -3.11], [-0.64, -3.29, -4.84], [-1.96, -2.57, -3.86], [1.79, -2.21, -3.97], [2.53, -1.40, -4.02], [1.65, -2.63, -4.98], [2.13, -2.99, -3.28], [0.12, -0.27, 2.30], [0.82, 1.31, 1.02], [-0.60, 1.28, 1.02], [-1.50, 0.73, -0.06], [-1.79, -0.80, 0.07], [-0.78, -1.50, 0.95], [0.65, -1.46, 0.76], [1.36, -0.75, -0.37], [1.73, 0.71, -0.02], [0.29, -1.72, 3.67], [1.25, 2.16, 1.58], [-1.08, 2.06, 1.63], [-1.10, 0.98, -1.06], [-2.46, 1.26, 0.04], [-2.77, -0.91, 0.53], [-1.87, -1.32, -0.90], [-1.10, -2.47, 1.36], [1.14, -2.38, 1.10], [0.75, -0.79, -1.29], [2.27, -1.33, -0.59], [2.75, 0.68, 0.37], [1.76, 1.37, -0.90], [1.17, -1.57, 4.31], [0.40, -2.72, 3.20], [-0.58, -1.77, 4.33], [0.27, 1.03, 3.87], [-0.08, 0.82, 5.18], [-1.37, 0.62, 5.55], [-1.70, 0.44, 6.88], [-0.70, 0.40, 7.85], [0.62, 0.63, 7.45], [0.92, 0.85, 6.11], [-2.10, 0.60, 4.73], [-2.75, 0.35, 7.13], [-0.95, 0.18, 8.89], [1.44, 0.68, 8.18], [1.93, 1.03, 5.75]]
}

## B
{
  "formula": "C20H36IrNOP2",
  "method": "ωB97M-V/def2-TZVPD",
  "charge": 2,
  "molar_mass_da": 560.7,
  "e_lumo_ev": [-5.325, -7.654],
  "multiplicity": 7,
  "symbols": ["P", "P", "C", "C", "H", "H", "H", "H", "C", "H", "H", "H", "C", "H", "H", "H", "C", "H", "H", "H", "C", "H", "H", "H", "Ir", "C", "C", "C", "C", "C", "C", "C", "C", "C", "H", "H", "H", "H", "H", "H", "H", "H", "H", "H", "H", "H", "H", "H", "H", "O", "N", "C", "C", "C", "C", "C", "H", "H", "H", "H", "H"],
  "xyz": [[0.08, -2.10, -2.00], [0.25, 1.95, -2.54], [-0.35, -0.86, -3.34], [0.51, 0.40, -3.58], [-1.42, -0.60, -3.22], [-0.26, -1.49, -4.24], [1.59, 0.16, -3.54], [0.30, 0.76, -4.61], [-1.29, 2.64, -3.16], [-1.70, 3.39, -2.46], [-2.04, 1.85, -3.33], [-1.05, 3.15, -4.09], [1.64, 2.93, -3.20], [1.38, 3.27, -4.20], [2.57, 2.34, -3.24], [1.79, 3.84, -2.60], [-1.13, -3.38, -2.50], [-1.12, -4.17, -1.74], [-0.82, -3.80, -3.46], [-2.14, -2.95, -2.61], [1.64, -2.76, -2.69], [2.37, -1.97, -2.90], [1.39, -3.28, -3.62], [2.06, -3.48, -1.98], [0.62, -1.52, 1.90], [0.28, 2.71, -0.74], [-1.07, 2.67, -0.24], [-1.87, 1.47, 0.04], [-1.62, -0.09, -0.18], [-0.55, -1.04, 0.35], [0.90, -0.85, 0.02], [1.24, 0.44, -0.67], [1.23, 1.74, 0.09], [0.63, -3.35, 2.66], [0.75, 3.71, -0.81], [-1.49, 3.61, 0.16], [-2.79, 1.61, -0.58], [-2.15, 1.59, 1.12], [-2.56, -0.52, 0.23], [-1.70, -0.31, -1.26], [-0.93, -2.09, 0.31], [1.58, -1.70, -0.20], [0.31, 0.47, -1.32], [2.13, 0.35, -1.33], [0.88, 1.59, 1.12], [2.25, 2.15, 0.16], [1.53, -3.46, 3.28], [0.63, -4.14, 1.89], [-0.25, -3.50, 3.31], [1.35, -0.73, 3.49], [0.51, -0.18, 4.43], [-0.83, -0.34, 4.39], [-1.58, 0.05, 5.50], [-0.96, 0.61, 6.60], [0.42, 0.83, 6.57], [1.14, 0.47, 5.44], [-1.26, -0.77, 3.48], [-2.66, -0.10, 5.46], [-1.54, 0.89, 7.49], [0.97, 1.28, 7.39], [2.20, 0.64, 5.28]]
}

Which one sits at the top of the stability order? A does.

## A
{
  "formula": "H2N2O4P",
  "method": "ωB97M-V/def2-TZVPD",
  "charge": -1,
  "molar_mass_da": 125.0,
  "e_lumo_ev": [3.534, 4.234],
  "multiplicity": 1,
  "symbols": ["N", "N", "O", "O", "O", "O", "P", "H", "H"],
  "xyz": [[-0.24, 0.12, -0.36], [-2.71, -0.64, -0.12], [0.29, -0.58, 0.80], [-3.06, -1.37, -1.04], [-2.24, -1.09, 0.97], [-3.41, 1.89, 0.61], [-3.10, 1.09, -0.55], [-0.61, -0.87, 1.08], [0.24, -0.22, -1.16]]
}

## B
{
  "formula": "H2N2O4P",
  "method": "ωB97M-V/def2-TZVPD",
  "smiles": "N[P@](=O)([O-])[N+](=O)[O-]",
  "charge": -1,
  "molar_mass_da": 125.0,
  "e_lumo_ev": 3.990,
  "multiplicity": 1,
  "symbols": ["N", "P", "O", "O", "N", "O", "O", "H", "H"],
  "xyz": [[0.81, -0.61, 1.01], [-0.07, 0.69, 0.41], [1.02, 1.99, -0.37], [-1.23, 1.03, 1.33], [-0.76, -0.10, -1.05], [-0.05, -1.04, -1.45], [-1.77, 0.21, -1.61], [0.21, -1.49, 0.90], [1.83, -0.68, 0.83]]
}

Which one sits at the top of the stability order? B does.

## A
{
  "formula": "C22H20InN2OS2",
  "method": "ωB97M-V/def2-TZVPD",
  "charge": 1,
  "molar_mass_da": 507.4,
  "e_lumo_ev": -3.669,
  "multiplicity": 1,
  "symbols": ["In", "C", "C", "C", "C", "C", "C", "H", "H", "H", "H", "H", "H", "C", "C", "N", "N", "C", "S", "S", "C", "C", "C", "C", "C", "C", "C", "C", "C", "C", "C", "C", "C", "O", "H", "H", "H", "H", "H", "H", "H", "H", "H", "H", "H", "H", "H", "H"],
  "xyz": [[-0.17, 1.04, 2.24], [1.11, -1.14, 1.83], [1.46, -0.76, 3.14], [2.62, 0.00, 3.36], [3.40, 0.38, 2.28], [3.04, 0.02, 0.98], [1.90, -0.73, 0.75], [0.24, -1.77, 1.67], [0.87, -1.12, 3.97], [2.90, 0.27, 4.36], [4.29, 0.96, 2.45], [3.65, 0.33, 0.15], [1.62, -1.00, -0.27], [-2.78, 0.62, -1.35], [-2.16, 0.40, -0.01], [-1.07, 1.03, 0.31], [-0.45, 1.84, -0.62], [0.43, 2.66, -0.16], [0.88, 3.03, 1.53], [1.40, 3.60, -1.27], [1.08, 2.74, -2.84], [1.54, 1.30, -2.84], [2.85, 0.96, -2.52], [3.26, -0.36, -2.55], [2.37, -1.37, -2.90], [1.06, -1.04, -3.23], [0.65, 0.29, -3.19], [-2.78, -0.53, 0.95], [-3.69, -1.46, 0.40], [-4.36, -2.39, 1.16], [-4.16, -2.40, 2.54], [-3.29, -1.51, 3.11], [-2.58, -0.57, 2.35], [-1.77, 0.23, 3.08], [-2.44, 1.55, -1.78], [-3.87, 0.62, -1.28], [-2.49, -0.19, -2.02], [1.63, 3.33, -3.57], [0.02, 2.81, -3.07], [3.55, 1.74, -2.25], [4.29, -0.61, -2.32], [2.69, -2.40, -2.94], [0.36, -1.81, -3.52], [-0.37, 0.55, -3.45], [-3.86, -1.46, -0.67], [-5.03, -3.09, 0.69], [-4.69, -3.11, 3.16], [-3.13, -1.49, 4.18]]
}

## B
{
  "formula": "C22H20InN2OS2",
  "method": "ωB97M-V/def2-TZVPD",
  "charge": 1,
  "molar_mass_da": 507.4,
  "e_lumo_ev": [-5.524, -5.969],
  "multiplicity": 1,
  "symbols": ["In", "C", "C", "C", "C", "C", "C", "H", "H", "H", "H", "H", "H", "C", "C", "N", "N", "C", "S", "S", "C", "C", "C", "C", "C", "C", "C", "C", "C", "C", "C", "C", "C", "O", "H", "H", "H", "H", "H", "H", "H", "H", "H", "H", "H", "H", "H", "H"],
  "xyz": [[0.63, 0.22, 0.19], [-0.50, -2.15, -1.70], [0.37, -2.75, -0.79], [0.01, -2.87, 0.55], [-1.23, -2.41, 0.98], [-2.10, -1.82, 0.07], [-1.74, -1.68, -1.26], [-0.23, -2.07, -2.74], [1.32, -3.15, -1.14], [0.69, -3.35, 1.24], [-1.51, -2.52, 2.02], [-3.06, -1.46, 0.41], [-2.41, -1.21, -1.96], [1.47, 0.72, -3.05], [0.95, 1.80, -2.15], [-0.21, 1.66, -1.60], [-0.74, 2.80, -1.03], [-1.32, 2.68, 0.11], [-1.30, 1.30, 1.20], [-2.45, 3.96, 0.58], [-1.76, 4.56, 2.16], [-0.86, 5.75, 1.99], [-1.40, 7.03, 1.97], [-0.58, 8.14, 1.79], [0.79, 7.96, 1.62], [1.33, 6.69, 1.65], [0.51, 5.59, 1.83], [1.85, 2.93, -1.83], [2.41, 3.76, -2.75], [3.35, 4.73, -2.35], [3.78, 4.82, -1.01], [3.26, 3.98, -0.07], [2.26, 3.02, -0.43], [1.76, 2.24, 0.44], [0.64, 0.17, -3.48], [2.12, 0.02, -2.51], [2.08, 1.15, -3.84], [-1.26, 3.73, 2.65], [-2.63, 4.81, 2.76], [-2.46, 7.17, 2.11], [-1.01, 9.13, 1.78], [1.43, 8.82, 1.49], [2.40, 6.56, 1.54], [0.92, 4.58, 1.86], [2.12, 3.70, -3.79], [3.76, 5.40, -3.09], [4.52, 5.55, -0.75], [3.57, 4.01, 0.97]]
}

Which one sits at the top of the stability order? A does.